Entry 1:
{"formula": "C27H34N2O3", "method": "ωB97M-V with the def2-TZVPD basis set", "e_above_lowest_kcal_mol": 165.7, "total_energy_ev": -37668.507, "e_lumo_ev": -0.225, "total_charge": 0, "max_force_ev_per_a": 1.81, "symbols": ["C", "O", "C", "C", "C", "C", "C", "C", "C", "N", "C", "C", "N", "C", "C", "C", "C", "C", "C", "O", "C", "C", "H", "H", "H", "H", "H", "H", "H", "H", "H", "H", "H", "H", "H", "H", "H", "H", "H", "H", "H", "H", "H", "H", "H", "H", "H", "C", "C", "C", "C", "C", "C", "C", "C", "C", "O", "H", "H", "H", "H", "H", "H", "H", "H", "H"], "positions_angstrom": [[-2.51503, 5.63251, -1.43255], [-1.83254, 5.23558, -0.21869], [-1.22614, 4.01879, -0.20982], [-0.41525, 3.70543, 0.91305], [0.14263, 2.45945, 1.01566], [-0.17650, 1.42587, 0.09777], [0.26702, 0.08948, 0.37179], [-0.15430, -1.04766, -0.29166], [0.76560, -2.21980, -0.43320], [1.63703, -2.25403, -1.72360], [1.32830, -3.53688, -2.51991], [2.18668, -3.59753, -3.75822], [3.10728, -2.42861, -3.81942], [2.31394, -1.17437, -3.85676], [1.44549, -1.03482, -2.62452], [3.96945, -2.43019, -2.60292], [3.13434, -2.32868, -1.34871], [-1.62123, -1.21282, -0.59892], [-2.01681, -2.16067, -1.69931], [-2.49674, -0.63180, 0.04941], [-0.90409, 1.78100, -1.06689], [-1.39257, 3.06209, -1.24246], [-2.92127, 6.61546, -1.19677], [-1.80786, 5.70084, -2.26936], [-3.32348, 4.93228, -1.68162], [-0.28198, 4.46674, 1.68441], [0.80725, 2.22190, 1.84591], [1.10673, -0.01335, 1.06295], [1.47569, -2.25359, 0.41155], [0.21351, -3.17415, -0.39732], [1.54319, -4.36748, -1.83582], [0.25850, -3.51782, -2.76528], [2.80382, -4.50511, -3.74713], [1.55997, -3.58726, -4.65876], [3.01736, -0.33161, -3.91867], [1.68882, -1.19025, -4.76099], [0.38082, -0.97814, -2.88459], [1.72066, -0.15671, -2.02638], [4.54334, -3.36543, -2.60930], [4.65258, -1.57594, -2.67838], [3.35812, -1.41624, -0.78196], [3.24299, -3.21876, -0.71750], [-1.78039, -3.19915, -1.42548], [-3.09966, -2.07275, -1.84647], [-1.51425, -1.90719, -2.64343], [-1.08642, 1.03303, -1.84220], [-1.94476, 3.31931, -2.15042], [-1.72666, -2.65211, 2.84209], [-0.82486, -1.43893, 2.93219], [-1.49020, -0.16597, 2.83767], [-1.14529, 0.98731, 3.58525], [0.12655, 1.12752, 4.21521], [0.45549, 2.29234, 4.89882], [-0.46598, 3.34503, 4.98628], [-1.73304, 3.21999, 4.39111], [-2.06934, 2.07050, 3.69461], [0.41548, -1.55682, 3.01206], [-2.35397, -2.59863, 1.94460], [-1.11192, -3.55486, 2.80951], [-2.38573, -2.69572, 3.71911], [-2.42232, -0.13586, 2.28236], [0.83419, 0.30500, 4.11974], [1.43767, 2.37883, 5.36736], [-0.19944, 4.26342, 5.51336], [-2.45851, 4.03217, 4.47653], [-3.04197, 1.96581, 3.20504]], "atomic_forces_ev_per_a": [[0.34, -0.21, 0.74], [-0.02, -0.01, -0.73], [0.17, -0.72, 0.07], [-0.68, 0.87, -0.74], [0.03, -0.75, -0.05], [-0.43, 0.94, -0.20], [0.15, -0.59, 0.03], [-0.83, 0.03, -0.14], [-0.57, -0.05, 1.17], [0.76, -0.46, -0.77], [-0.52, 0.60, 1.08], [1.03, 0.70, -0.66], [-0.12, -0.11, 0.29], [0.82, -0.69, -0.53], [-0.48, -0.17, 0.97], [-0.14, -0.04, -1.46], [-1.24, 0.16, 0.60], [0.09, 0.89, 0.86], [-0.46, -0.32, -0.19], [1.12, -0.67, -1.26], [0.38, -0.29, 0.55], [-0.15, 0.59, 0.35], [0.00, -0.12, -0.16], [-0.13, -0.01, 0.16], [0.15, 0.19, 0.10], [0.05, -0.27, -0.25], [-0.32, 0.07, -0.03], [0.01, 0.05, -0.14], [-0.26, 0.18, -0.33], [0.34, 0.32, -0.28], [-0.24, 0.25, -0.09], [0.28, 0.02, 0.30], [-0.19, 0.21, -0.18], [0.28, -0.07, 0.14], [-0.22, -0.27, -0.13], [0.31, 0.04, 0.19], [0.32, 0.04, 0.34], [-0.31, -0.28, -0.09], [-0.01, 0.32, -0.03], [-0.05, -0.29, -0.03], [-0.19, -0.34, 0.06], [-0.10, 0.37, 0.05], [-0.04, 0.17, -0.16], [0.28, -0.13, 0.02], [-0.07, -0.14, 0.18], [0.04, 0.19, 0.25], [0.23, -0.17, 0.38], [0.20, -0.33, -0.04], [-0.14, 1.59, -0.77], [0.01, -0.90, -0.23], [0.52, 0.59, -0.05], [-0.20, 0.27, 0.08], [-0.40, -0.07, -0.14], [-0.05, 0.21, 0.05], [0.33, -0.05, 0.07], [0.44, -0.29, -0.07], [0.02, -0.82, 0.40], [0.01, 0.07, 0.14], [-0.06, -0.03, -0.01], [0.10, 0.00, -0.24], [-0.17, -0.19, 0.55], [-0.17, 0.26, 0.07], [-0.24, 0.04, -0.10], [-0.10, -0.26, -0.11], [0.23, -0.18, -0.03], [0.27, 0.07, 0.21]]}

Entry 2:
{"formula": "C6H11FSi", "method": "ωB97M-V with the def2-TZVPD basis set", "smiles": "C#C[Si@H](F)CC.C=C", "e_above_lowest_kcal_mol": 43.6, "total_energy_ev": -16993.444, "e_lumo_ev": 1.008, "total_charge": 0, "max_force_ev_per_a": 5.76, "symbols": ["C", "C", "Si", "F", "C", "C", "H", "H", "H", "H", "H", "H", "H", "C", "C", "H", "H", "H", "H"], "positions_angstrom": [[-0.88388, -2.74956, -3.67914], [-0.58467, -1.93032, -2.83326], [-0.44362, -0.43267, -1.65822], [-1.25701, 0.82948, -2.32103], [1.39662, 0.14767, -1.50934], [1.43614, 1.19903, -0.42752], [-1.27595, -3.52794, -4.28201], [-1.06655, -0.45038, -0.32116], [2.13694, -0.61462, -1.49565], [1.47383, 0.62323, -2.46916], [2.42821, 1.67462, -0.29775], [0.60751, 1.78422, -0.46094], [1.44961, 0.72754, 0.65270], [-0.32381, 0.72407, 3.54381], [-1.48410, 0.15542, 3.48083], [-0.03929, 1.27773, 4.57151], [0.15922, 1.05820, 2.59986], [-1.86219, -0.33788, 4.42631], [-1.86703, -0.15786, 2.48016]], "atomic_forces_ev_per_a": [[0.08, 0.69, 1.27], [-0.55, 0.68, 0.23], [1.06, 0.27, -0.88], [0.54, -0.86, 0.11], [-2.39, -0.03, -0.30], [3.60, -3.00, 3.36], [0.18, -0.13, -0.36], [-0.08, -0.64, -0.10], [0.54, -0.70, 0.34], [0.35, 0.44, -0.74], [-0.72, 0.56, -0.86], [-2.00, 2.38, -0.13], [-0.60, 0.34, -1.92], [1.87, 3.85, 1.48], [-1.52, -3.06, 0.17], [0.03, -1.83, -2.43], [-0.07, -0.12, 0.97], [-0.34, 1.06, -1.29], [0.03, 0.09, 1.09]]}

Entry 3:
{"formula": "C23H17AuBrFN6O7S", "method": "ωB97M-V with the def2-TZVPD basis set", "e_above_lowest_kcal_mol": 21.3, "total_energy_ev": -134688.694, "e_lumo_ev": -1.579, "total_charge": 0, "max_force_ev_per_a": 0.92, "symbols": ["Au", "C", "N", "C", "C", "N", "C", "S", "C", "C", "C", "C", "C", "N", "H", "H", "H", "H", "H", "H", "H", "H", "H", "Br", "C", "C", "C", "C", "C", "C", "C", "O", "O", "H", "H", "H", "H", "O", "C", "N", "F", "C", "C", "N", "C", "C", "O", "O", "C", "O", "N", "C", "O", "H", "H", "H", "H"], "positions_angstrom": [[-0.03611, 0.33349, 0.06130], [-2.61017, 2.75165, 2.94365], [-1.25667, 2.38650, 3.35162], [-0.84423, 2.16535, 4.64354], [0.47338, 1.88123, 4.59692], [0.85910, 1.93815, 3.27419], [-0.22329, 2.24066, 2.51393], [-0.35991, 2.51076, 0.81425], [2.20611, 1.68208, 2.83154], [3.26281, 1.98395, 3.67336], [4.53481, 1.68155, 3.21368], [4.68940, 1.10973, 1.96138], [3.55726, 0.85705, 1.20163], [2.33152, 1.14170, 1.64112], [-2.62566, 3.77740, 2.58249], [-3.25475, 2.65603, 3.81296], [-2.94353, 2.09969, 2.14023], [-1.52302, 2.20806, 5.47536], [1.15138, 1.59800, 5.38064], [3.11684, 2.45518, 4.63532], [5.39504, 1.89884, 3.83257], [5.66690, 0.85852, 1.57562], [3.60663, 0.38885, 0.22521], [0.69505, -5.58226, -5.87501], [0.98256, -4.34592, -4.46854], [-0.09666, -3.91798, -3.71366], [0.12591, -3.02249, -2.67961], [1.40114, -2.54355, -2.42239], [2.47247, -2.98742, -3.19018], [2.27035, -3.89697, -4.21412], [1.64867, -1.53183, -1.34887], [2.65988, -0.86150, -1.33875], [0.71619, -1.48057, -0.40653], [-1.08997, -4.28896, -3.92236], [-0.68876, -2.70213, -2.05155], [3.46067, -2.60044, -2.98190], [3.09744, -4.24892, -4.81437], [0.76057, -1.83516, 3.20784], [0.13953, -1.15853, 2.48052], [-0.55374, -0.41484, 1.82927], [-3.02738, -2.67763, -3.03863], [-3.11235, -1.58691, -2.27340], [-2.47657, -0.45985, -2.59382], [-2.56558, 0.68465, -1.82083], [-1.89635, 1.89210, -2.29544], [-0.37289, 1.80077, -2.51704], [0.08272, 2.44974, -3.42611], [0.38434, 1.05381, -1.74774], [-3.37449, 0.72979, -0.70391], [-3.55876, 1.72964, -0.03955], [-3.98461, -0.46817, -0.39116], [-3.92938, -1.68520, -1.06944], [-4.51810, -2.66163, -0.67958], [-1.86091, -0.39077, -3.48139], [-2.11327, 2.69024, -1.58685], [-2.31292, 2.17650, -3.26072], [-4.53864, -0.46202, 0.45332]], "atomic_forces_ev_per_a": [[0.50, 0.25, 0.34], [-0.04, -0.05, -0.03], [0.06, 0.10, 0.05], [0.00, -0.01, -0.01], [-0.05, -0.10, 0.04], [0.00, 0.09, -0.06], [0.06, -0.04, 0.04], [-0.13, 0.04, -0.12], [-0.06, -0.01, -0.07], [0.07, 0.09, 0.02], [0.01, 0.00, 0.00], [-0.02, 0.02, 0.03], [0.02, -0.01, 0.02], [-0.03, -0.11, 0.05], [0.00, 0.01, 0.03], [-0.01, -0.01, -0.01], [0.01, -0.02, -0.01], [0.00, 0.01, 0.00], [0.00, 0.00, -0.03], [-0.02, 0.00, -0.03], [0.00, 0.00, 0.00], [0.00, 0.00, 0.00], [-0.03, 0.04, -0.01], [0.00, 0.00, 0.00], [0.01, 0.01, 0.02], [0.02, -0.06, -0.04], [0.00, -0.09, 0.04], [0.09, -0.07, 0.04], [-0.01, 0.07, -0.08], [-0.02, 0.02, 0.00], [0.28, 0.10, 0.28], [-0.03, 0.01, -0.02], [-0.68, -0.22, -0.58], [-0.01, 0.02, 0.01], [-0.07, 0.02, 0.05], [0.00, 0.00, 0.00], [0.00, -0.01, 0.00], [-0.05, -0.05, -0.01], [0.17, 0.11, 0.04], [-0.14, -0.07, 0.09], [0.01, 0.02, 0.01], [-0.02, -0.01, -0.02], [0.02, 0.02, -0.01], [0.15, -0.09, 0.00], [-0.03, -0.01, -0.03], [-0.06, 0.02, 0.13], [-0.01, 0.00, -0.06], [0.00, -0.01, -0.17], [-0.08, -0.07, -0.07], [0.05, 0.08, 0.06], [0.08, -0.02, 0.05], [-0.03, 0.06, -0.03], [0.00, -0.04, 0.02], [0.02, -0.01, 0.02], [0.02, -0.05, 0.04], [0.00, 0.05, 0.02], [-0.02, 0.02, -0.02]]}

Entry 4:
{"formula": "C2H2N8O4", "method": "ωB97M-V with the def2-TZVPD basis set", "smiles": "[O-][N+]1=N[C@H]2N=[N+]([O-])N=[N+]([O-])[C@H]2[N+]([O-])=N1", "e_above_lowest_kcal_mol": 77.3, "total_energy_ev": -22203.178, "e_lumo_ev": [-2.131, -2.131], "total_charge": 0, "max_force_ev_per_a": 3.79, "symbols": ["O", "N", "N", "C", "N", "N", "O", "N", "N", "O", "C", "N", "O", "N", "H", "H"], "positions_angstrom": [[-2.24044, -1.71239, -1.35602], [-1.52922, -0.82616, -0.96363], [-0.35759, -0.65410, -1.37985], [0.35383, 0.47174, -0.88240], [1.72335, 0.19674, -1.01253], [2.28981, -0.52005, -0.15688], [3.45617, -0.82264, -0.15715], [1.46722, -1.10560, 0.90820], [0.39058, -0.59076, 1.26308], [-0.34792, -1.03566, 2.10058], [-0.04595, 0.73709, 0.61594], [-1.52311, 0.94847, 0.65489], [-2.02182, 1.82601, 1.33369], [-2.20931, 0.16866, -0.17598], [0.27326, 1.21925, -1.66918], [0.32115, 1.69941, 0.87725]], "atomic_forces_ev_per_a": [[-0.62, -0.23, 0.52], [0.95, 0.84, -0.45], [-0.12, -1.20, -0.27], [-0.94, -0.10, 0.47], [2.37, 0.16, -0.39], [-1.34, 0.81, 0.07], [-0.63, -0.25, 0.54], [1.77, -2.03, 0.69], [-0.16, 2.97, -0.57], [-0.44, -0.64, 0.60], [-0.17, 0.07, -2.74], [-0.34, -3.00, -2.29], [0.44, -0.73, -0.50], [-1.05, 2.03, 2.22], [-0.82, 1.06, 0.77], [1.09, 0.24, 1.33]]}